Formula: C20H23BrN2O5S
Source: OMol25
Level of theory: ωB97M-V with the def2-TZVPD basis set

Gap between HOMO and LUMO ... 8.86 eV
Energy ... -115207.0870 eV
Total charge ... 0
Highest occupied orbital energy ... -8.40 eV
Energy relative to the best compared isomer or geometry (same formula, charge and spin) ... 0.536 eV
SMILES ... COc1ccc(OC)c(C(=O)CN2CCN(S(=O)(=O)c3ccc(Br)cc3)CC2)c1

Each line ends with the Löwdin charge.
Positions of all 52 atoms, in Å:
1 C 2.440 -3.442 -5.083  -0.088
2 H 3.450 -3.583 -4.686  0.095
3 O 1.851 -2.261 -4.593  -0.083
4 C 1.644 -2.147 -3.254  -0.270
5 C 1.994 -3.096 -2.302  -0.009
6 C 1.747 -2.868 -0.957  -0.003
7 C 1.129 -1.701 -0.532  -0.213
8 C 0.760 -0.746 -1.493  -0.082
9 C 1.032 -0.968 -2.830  0.063
10 H 0.749 -0.241 -3.575  0.135
11 C 0.053 0.495 -1.069  -0.292
12 O -1.038 0.463 -0.552  0.126
13 C 0.829 1.783 -1.389  -0.096
14 N 0.917 2.845 -0.414  -0.162
15 C -0.211 3.732 -0.234  -0.145
16 C -1.270 3.185 0.728  -0.185
17 N -0.644 2.816 1.984  -0.206
18 S -1.731 2.351 3.160  0.669
19 O -0.987 2.090 4.356  -0.282
20 O -2.779 3.327 3.195  -0.277
21 C -2.374 0.801 2.528  -0.263
22 C -3.389 0.815 1.589  -0.061
23 C -3.730 -0.357 0.936  -0.110
24 C -3.043 -1.517 1.248  -0.676
25 C -2.059 -1.548 2.222  -0.118
26 C -1.716 -0.368 2.857  -0.061
27 H -0.950 -0.335 3.615  0.115
28 H -1.563 -2.474 2.465  0.098
29 Br -3.455 -3.117 0.320  0.748
30 H -4.505 -0.365 0.185  0.108
31 H -3.903 1.741 1.384  0.121
32 C 0.486 1.919 1.856  -0.179
33 C 1.500 2.504 0.865  -0.138
34 H 2.314 1.793 0.712  0.129
35 H 1.911 3.427 1.286  0.127
36 H 0.926 1.829 2.850  0.123
37 H 0.172 0.923 1.517  0.093
38 H -2.014 3.947 0.963  0.121
39 H -1.766 2.321 0.269  0.094
40 H -0.669 3.936 -1.204  0.126
41 H 0.187 4.668 0.171  0.127
42 H 0.364 2.202 -2.289  0.139
43 H 1.855 1.499 -1.647  0.131
44 O 0.884 -1.375 0.771  -0.099
45 C 1.356 -2.245 1.773  -0.079
46 H 0.867 -3.223 1.722  0.097
47 H 1.113 -1.765 2.719  0.091
48 H 2.441 -2.379 1.705  0.101
49 H 2.037 -3.627 -0.249  0.107
50 H 2.464 -4.024 -2.586  0.106
51 H 2.493 -3.317 -6.163  0.093
52 H 1.830 -4.321 -4.850  0.096